This record from the Open Molecules 2025 dataset describes 3 unconnected molecules or ions with the total composition C3H11O3S in a non-equilibrium geometry. The level of theory is ωB97M-V with the def2-TZVPD basis set.

Values from the calculation:
LUMO level: 3.5 eV
Charge: -1
Kohn-Sham gap: 7.842 eV

```
18
Properties=species:S:1:pos:R:3:forces:R:3:mulliken_charge:R:1
S 0.7062 -0.5191 -2.1006 0.591 0.018 0.701 -0.30
O -1.4148 2.0442 -0.8214 -0.451 0.860 -1.037 -0.79
O -0.5895 0.3295 0.6568 0.240 -0.328 0.797 -0.96
O -2.0196 -0.5329 2.8338 -0.125 0.010 0.466 -0.70
C 1.1882 -1.3926 -0.4972 0.191 1.273 -1.287 -0.66
C 0.7128 0.6580 1.0073 -0.628 -1.689 0.046 -0.42
C 1.7006 -0.4987 0.6270 0.194 0.423 -0.988 -0.52
H -1.7782 -1.4044 2.5218 -0.022 -0.279 -0.031 0.28
H -1.5405 0.0122 2.1762 0.157 0.215 -0.639 0.42
H -1.1140 1.2860 -0.1828 -0.080 -0.281 0.268 0.40
H 1.0493 1.5442 0.4591 0.136 0.341 0.278 0.29
H -1.8714 1.6500 -1.5770 0.172 0.020 0.398 0.25
H 0.7627 0.7671 2.1011 0.403 0.591 0.007 0.26
H 0.1266 0.5056 -1.4586 -0.193 0.074 -0.218 0.12
H 2.6216 -0.0386 0.2768 0.328 0.181 -0.191 0.30
H 2.0246 -1.9881 -0.8651 -0.410 -0.700 0.347 0.39
H 2.0609 -1.1784 1.3980 -0.516 0.021 0.638 0.32
H 0.2571 -1.8634 -0.2525 0.012 -0.750 0.446 0.32
```
Forces are in eV/Å.

This record from the Open Molecules 2025 dataset describes a molecular structure, C21H19BrN6OPd. The level of theory is ωB97M-V with the def2-TZVPD basis set.

Values from the calculation:
LUMO level: -6.9 eV
Charge: +2
Kohn-Sham gap: 7.443 eV

```
49
Properties=species:S:1:pos:R:3:forces:R:3:mulliken_charge:R:1
Pd 0.0006 0.0574 0.9882 0.000 -0.557 0.036 0.68
Br 0.0000 -2.3971 1.6477 -0.002 0.156 0.027 0.00
O -0.0026 -3.5965 6.6884 0.000 -0.064 -0.022 -0.49
N 3.3803 1.9158 1.8317 0.038 0.077 -0.091 -0.03
N 0.0003 1.9833 0.2890 0.001 0.078 -0.044 -0.55
N -0.0001 -0.6769 3.7746 0.001 0.014 0.021 -0.14
N 2.0077 0.3364 1.1240 -0.264 0.502 0.152 -0.35
N -3.3777 1.9155 1.8363 -0.037 0.079 -0.086 -0.03
N -2.0066 0.3368 1.1240 0.258 0.504 0.151 -0.35
C 5.2031 0.4256 2.7643 0.020 -0.010 0.015 -0.99
C -1.2759 2.6643 0.6729 0.035 -0.044 -0.002 -0.58
C -4.6598 -1.9197 2.4475 0.024 -0.017 -0.008 -0.78
C -5.2008 0.4244 2.7671 -0.019 -0.010 0.013 -0.99
C -0.0007 -1.9660 3.5364 0.000 0.054 -0.018 0.63
C -2.2197 1.6424 1.2270 -0.088 -0.024 -0.122 0.18
C 5.5188 -0.9084 2.9105 0.005 0.036 0.003 -0.49
C 1.2788 2.6633 0.6670 -0.036 -0.045 -0.001 -0.58
C 2.2218 1.6421 1.2235 0.089 -0.020 -0.120 0.19
C -5.5177 -0.9097 2.9094 -0.008 0.037 0.003 -0.48
C 3.1095 -0.2866 1.7185 0.134 -0.174 -0.078 0.51
C -3.9835 0.7069 2.1607 0.040 -0.127 -0.037 0.72
C 3.9856 0.7075 2.1584 -0.044 -0.124 -0.031 0.72
C -3.4549 -1.6319 1.8422 0.018 0.020 0.027 -0.49
C -0.0015 -2.9956 4.4401 0.000 -0.070 0.012 -0.74
C -0.0010 -1.2578 6.1005 0.000 -0.002 -0.003 -0.46
C -0.0002 -0.3396 5.0718 -0.001 -0.019 0.052 -0.82
C -3.1091 -0.2869 1.7168 -0.130 -0.174 -0.075 0.51
C 4.6589 -1.9189 2.4532 -0.023 -0.017 -0.008 -0.78
C -0.0017 -2.6184 5.7871 -0.001 0.063 -0.073 0.86
C 3.4536 -1.6316 1.8484 -0.016 0.016 0.023 -0.48
H -1.0771 3.4550 1.3956 0.025 -0.063 0.056 0.38
H 2.8222 -2.4194 1.4682 -0.002 0.003 -0.001 0.51
H -4.9625 -2.9520 2.5548 -0.002 -0.004 0.000 0.43
H -0.0022 1.9069 -0.7247 0.000 -0.181 0.019 0.35
H 5.8729 1.2082 3.0929 0.009 0.001 0.003 0.42
H -1.7190 3.1290 -0.2106 0.014 0.066 0.035 0.40
H -0.0011 -0.9237 7.1294 0.000 0.007 0.008 0.38
H -3.7819 2.8306 1.9631 0.013 -0.002 0.011 0.26
H 6.4568 -1.1842 3.3714 0.005 0.006 0.003 0.42
H -5.8695 1.2067 3.0987 -0.009 0.001 0.003 0.42
H -6.4556 -1.1858 3.3703 -0.005 0.006 0.003 0.42
H -0.0028 -3.2599 7.5927 0.000 0.024 0.037 0.32
H 1.0835 3.4580 1.3863 -0.025 -0.062 0.056 0.37
H 4.9604 -2.9512 2.5635 0.002 -0.004 0.000 0.43
H 1.7208 3.1229 -0.2197 -0.014 0.066 0.034 0.40
H -2.8250 -2.4191 1.4587 0.005 0.001 -0.002 0.51
H 3.7852 2.8309 1.9561 -0.013 -0.001 0.010 0.26
H -0.0020 -4.0381 4.1584 0.000 -0.008 0.001 0.49
H 0.0003 0.7208 5.2887 0.000 0.004 0.008 0.42
```
Forces are in eV/Å.

This record from the Open Molecules 2025 dataset describes 2 unconnected molecules or ions with the total composition C18H37Br2FN2OSSi2 in a non-equilibrium geometry. The level of theory is ωB97M-V with the def2-TZVPD basis set.

Values from the calculation:
LUMO level: -1.7 eV
Charge: 0
Kohn-Sham gap: 4.241 eV

```
64
Properties=species:S:1:pos:R:3:forces:R:3:mulliken_charge:R:1
Br 1.5651 -3.4373 -3.6301 0.151 -0.176 -0.136 -0.10
Br -1.5645 -3.8693 -2.7743 -0.019 -0.293 0.051 -0.06
S -2.7997 -0.6627 -3.9941 -0.117 0.092 0.032 0.01
Si 3.5803 1.0699 4.2261 -0.063 -0.245 0.087 0.13
Si 2.6357 -0.0011 1.5875 -0.058 -0.289 0.154 -0.08
F -3.6085 2.6895 -1.3103 0.025 0.069 0.075 -0.39
O -6.0921 -2.7470 -2.1902 0.040 0.366 -0.358 -0.53
N 2.9320 -0.0696 3.1982 0.005 0.302 -0.097 -0.15
N -2.9062 -0.8107 -2.2214 0.359 -0.213 0.023 0.42
C 2.5729 2.6808 4.3508 0.137 0.049 0.072 -1.06
C 1.3644 1.3378 1.0440 -0.061 -0.159 -0.356 -0.76
C -1.4423 -1.1006 -1.8156 0.671 0.246 0.006 -0.15
C 4.1415 0.2468 0.4534 -0.239 0.034 -0.252 -1.00
C -2.4497 0.1802 -0.0725 -0.417 -0.502 0.240 -1.23
C 0.5814 -2.0521 -2.8605 -0.066 0.343 -0.032 0.51
C 1.3472 -0.7632 -2.6939 -0.263 -0.228 0.481 -0.44
C 1.8516 -1.6472 1.0108 -0.017 0.183 -0.210 -0.75
C -3.1602 0.4603 -1.4132 -0.073 0.455 0.509 0.04
C -1.4131 2.2880 -2.0825 -0.006 -0.231 -0.098 -1.15
C -4.8718 -2.4005 -2.7254 0.928 0.888 -0.435 0.04
C -0.6943 -2.2230 -2.4971 -0.263 0.095 0.010 -0.36
C -3.8713 -1.8754 -1.7140 -0.286 -0.451 -0.095 -0.66
C -5.9866 -1.5212 -3.0921 -1.694 -2.015 1.455 -0.73
C -1.4260 -0.9487 -0.3085 -0.550 0.363 -0.092 1.57
C 5.3547 1.6011 3.8001 -0.045 0.129 0.112 -1.06
C 3.6599 0.3844 5.9862 0.066 0.181 0.034 -1.03
C -2.8443 1.8085 -2.0765 0.165 0.037 -0.005 0.23
H -3.2182 -0.1803 0.6116 0.094 0.048 0.135 0.28
H 1.1715 -0.0843 -3.5281 0.064 -0.021 -0.097 0.35
H -4.4612 -1.4525 -0.9074 0.136 0.091 0.122 0.36
H 4.0799 1.1108 6.6896 -0.005 -0.022 0.010 0.28
H 5.8032 2.1898 4.6075 0.005 -0.007 -0.006 0.35
H -0.9590 -0.1994 -2.1805 0.040 0.070 -0.109 -0.55
H 4.9235 -0.4642 0.7258 0.035 0.022 0.027 0.30
H -6.5897 -1.7849 -3.9479 0.299 0.577 -0.462 0.35
H 2.6595 0.1162 6.3343 0.000 -0.043 -0.009 0.25
H 5.3891 2.2146 2.8947 -0.007 -0.060 -0.030 0.30
H -4.4713 -3.0310 -3.5147 0.005 -0.142 0.128 0.43
H 2.5440 -2.4681 1.2043 -0.006 -0.022 0.065 0.44
H -0.4386 -0.6195 -0.0124 0.266 -0.302 0.237 -1.32
H -0.8512 1.7673 -2.8599 0.041 0.019 -0.025 0.27
H -3.2506 1.8531 -3.0866 -0.079 -0.038 -0.015 0.33
H -1.4005 3.3471 -2.3284 0.013 0.046 0.048 0.50
H 4.5469 1.2578 0.5427 0.046 -0.026 0.071 0.33
H 2.4095 -0.9583 -2.5847 0.038 -0.011 -0.160 0.51
H 4.2830 -0.5124 6.0141 -0.029 -0.033 -0.004 0.26
H -4.2174 0.5137 -1.1647 -0.182 -0.091 -0.628 0.54
H 2.6438 3.2758 3.4348 -0.042 -0.046 -0.023 0.29
H 1.6200 -1.6626 -0.0614 0.000 -0.070 -0.058 0.06
H 1.0418 1.2044 -0.0046 0.035 0.024 0.044 -0.05
H 3.9001 0.0899 -0.6071 0.016 -0.001 0.020 0.24
H 1.0424 -0.2945 -1.7608 0.087 0.266 -0.007 -0.41
H 0.4787 1.2864 1.6855 0.014 0.030 0.039 0.21
H 5.9789 0.7192 3.6393 0.008 -0.002 -0.027 0.27
H -0.9184 2.1284 -1.1253 0.034 0.107 0.025 0.20
H -2.0333 1.0637 0.4034 0.104 0.130 -0.279 0.53
H 1.7829 2.3441 1.1160 -0.020 0.010 0.079 0.57
H -6.3336 -0.7270 -2.4466 0.478 0.655 -0.422 0.27
H 2.9242 3.3121 5.1738 -0.009 -0.001 -0.002 0.35
H 1.5197 2.4498 4.5302 -0.014 0.007 -0.023 0.26
H -3.9771 -0.0406 -4.1247 -0.111 0.000 -0.059 0.18
H -1.7317 -1.8411 0.2308 0.329 -0.170 -0.023 0.44
H -3.2760 -2.6987 -1.3410 -0.015 0.026 0.171 0.62
H 0.9288 -1.8426 1.5637 0.024 -0.049 0.071 0.17
```
Forces are in eV/Å.

This record from the Open Molecules 2025 dataset describes a molecular structure, C11H32CdN2O5P2 in a non-equilibrium geometry. The level of theory is ωB97M-V with the def2-TZVPD basis set.

Values from the calculation:
LUMO level (spin up / spin down): 0.5 / 0.3 eV
Charge: 0
Kohn-Sham gap (spin up / spin down): 6.637 / 5.042 eV

```
53
Properties=species:S:1:pos:R:3:forces:R:3:mulliken_charge:R:1
Cd -0.3912 -0.1388 -0.2142 3.323 2.933 5.971 0.39
P 1.9495 0.4002 0.9299 1.275 0.048 2.252 0.99
P -1.0553 0.0384 2.4764 0.024 -0.683 -1.564 0.30
O 1.5506 -0.6444 -2.5189 0.086 0.195 0.207 -0.61
O -1.3349 2.0065 -0.3181 -0.182 -0.294 -0.010 -0.79
O -3.4165 -0.6013 -0.3963 -0.153 -0.079 -0.221 -0.68
O 3.8670 2.2268 -2.0101 1.537 -1.209 -0.084 -0.50
O -0.1752 -2.4681 0.2516 0.234 0.284 -0.742 -0.63
N 0.2330 -0.5937 -2.0200 3.016 0.009 -2.133 0.44
N -2.1386 -0.6213 -0.9882 -3.879 -0.177 0.711 0.13
C 2.5861 2.5756 -1.6437 -0.764 2.689 -0.550 -0.55
C -0.6746 -1.0679 -2.7908 -4.430 -1.213 -1.420 0.23
C 0.1212 1.4411 2.7475 -0.110 1.938 1.756 -1.02
C -2.6954 0.8128 2.8098 -0.030 1.746 0.355 -1.33
C -0.4659 -1.6327 -4.2008 0.207 0.164 0.719 -1.64
C 2.0869 -1.3050 1.5992 1.269 -0.962 -0.011 -1.47
C -1.8363 -1.5902 2.7879 -0.003 -2.405 0.526 -1.28
C 1.5938 1.0989 2.5977 -1.068 1.052 0.556 -1.05
C 3.6841 1.0010 1.0768 1.281 -0.545 -0.715 -1.49
C -3.2692 -1.4811 -3.0629 0.366 0.377 0.551 -1.74
C -2.0837 -1.0243 -2.2054 1.874 -1.424 -4.609 0.59
H 4.0587 2.6234 -2.8661 0.012 -0.130 0.150 0.30
H 0.5508 -1.9951 -4.3505 0.035 0.193 0.202 0.41
H -1.0716 -2.3852 2.6882 -0.481 0.270 0.069 0.35
H 4.2932 0.5302 0.2786 -0.064 0.496 0.356 0.36
H 4.1269 0.7092 2.0529 -0.433 0.074 -0.498 0.45
H -1.6552 1.2298 -0.8741 -0.661 2.020 0.620 0.44
H -4.2103 -1.0477 -2.7244 0.160 0.002 0.233 0.43
H 2.0342 -0.0721 -1.8920 -0.107 -0.218 -0.378 0.29
H -0.0903 2.3215 2.1169 -0.074 0.026 -0.115 0.48
H -2.6514 -1.8132 2.0722 0.096 -0.031 0.210 0.40
H 1.1508 -1.6516 2.0676 0.408 0.218 -0.517 0.33
H 2.4406 -1.9979 0.8097 -0.391 0.036 0.366 0.41
H 2.3852 2.4893 -0.5853 0.014 -0.752 -0.105 0.09
H -0.6553 -0.8669 -4.9523 -0.037 0.062 -0.057 0.30
H 1.9201 0.4259 3.4188 -0.097 0.139 -0.692 0.37
H 0.5734 -1.9730 -0.2061 -1.170 -1.836 0.586 0.30
H -1.1189 -2.4818 -4.4008 -0.149 0.151 0.157 0.41
H -3.3744 -2.5650 -3.0236 -0.004 -0.096 -0.005 0.32
H 1.8292 2.2151 -2.3257 -0.510 -0.823 0.235 0.30
H -2.7983 0.9355 3.9081 -0.066 0.015 -0.495 0.41
H 2.5281 3.6547 -1.7885 -0.417 0.479 0.096 0.43
H -2.7330 1.8233 2.3553 -0.231 -0.338 0.344 0.36
H -1.1824 1.6217 0.5951 -0.773 0.941 -0.821 0.08
H -2.2307 -1.6340 3.8250 0.091 0.025 -0.542 0.43
H -3.1571 -1.1840 -4.1050 0.234 -0.042 0.053 0.41
H 3.7631 2.1029 0.9957 -0.177 -0.646 -0.116 0.41
H -3.2382 -0.2963 0.5055 0.026 0.023 -0.039 0.15
H 2.8697 -1.3459 2.3848 -0.341 0.239 -0.401 0.45
H -3.5857 0.2462 2.4805 0.611 0.087 0.002 0.45
H -0.9997 -1.9128 0.0987 0.712 -2.343 0.253 0.45
H 2.1261 2.0646 2.7469 -0.088 -0.659 -0.309 0.46
H -0.0308 1.7987 3.7883 0.002 -0.028 -0.384 0.46
```
Forces are in eV/Å.

This record from the Open Molecules 2025 dataset describes a molecular structure, C35H31CaO3P. The level of theory is ωB97M-V with the def2-TZVPD basis set.

Values from the calculation:
LUMO level: -0.3 eV
Charge: 0
Kohn-Sham gap: 6.474 eV

```
71
Properties=species:S:1:pos:R:3:forces:R:3:mulliken_charge:R:1
Ca -0.5787 0.2286 -0.4814 0.188 -0.198 0.206 1.85
P 1.4643 -2.0114 -0.8145 -0.221 0.297 0.198 0.63
O -2.4651 1.6265 -0.4005 0.101 -0.168 0.012 -0.52
O -0.3304 4.3359 0.4868 -0.093 -0.148 -0.127 -0.63
O 0.0458 2.2992 -0.3529 0.168 -0.465 -0.208 -0.83
C 2.5856 -3.1206 -1.7327 0.136 0.000 -0.083 0.39
C -4.8820 4.7822 -2.0453 -0.032 0.017 -0.022 -0.84
C -1.2072 -4.9699 0.0798 0.038 0.032 -0.001 -0.86
C -2.2326 3.0068 0.0283 -0.087 0.004 -0.075 2.41
C 4.1119 -3.4542 -3.5615 -0.059 0.084 -0.025 -0.70
C 3.8714 -5.1667 -1.9030 0.035 -0.037 -0.009 -1.04
C 2.8986 -1.2784 -3.4728 -0.013 0.075 -0.049 -1.53
C 4.1936 0.4157 2.0124 0.012 -0.016 0.020 -0.63
C -3.0801 2.1223 2.2523 0.028 -0.015 -0.039 -0.23
C -0.1376 -4.2605 -0.4304 -0.005 -0.073 -0.037 -1.21
C -1.5647 -3.1895 1.6496 -0.052 0.020 0.080 -0.93
C 2.8535 0.1578 0.0602 -0.041 0.050 -0.075 -0.37
C 2.9519 -4.3762 -1.2395 -0.137 0.104 -0.002 -0.46
C 4.4520 -4.7016 -3.0731 0.051 -0.068 0.000 -0.71
C -2.7590 5.0835 -3.1184 0.028 0.004 -0.012 -0.89
C -3.5809 2.3336 3.5311 -0.013 -0.032 0.042 -0.92
C 3.9624 -0.9171 2.3195 0.001 -0.017 0.015 -0.78
C -0.4901 -2.4182 1.1435 -0.196 -0.074 0.013 1.95
C -0.6865 3.2485 0.0702 -0.116 0.671 0.262 -0.10
C 3.1757 -1.7380 1.5168 0.028 -0.002 -0.005 1.39
C -3.0072 4.4946 1.8950 -0.009 -0.026 0.014 -0.15
C 0.2561 -3.0235 0.0929 0.008 0.068 -0.102 0.74
C -4.1310 5.2817 -3.0987 -0.031 0.015 -0.011 -0.42
C 3.1841 -2.6423 -2.9105 0.009 -0.154 0.075 0.77
C -1.9159 -4.4204 1.1474 0.002 0.007 -0.014 -0.62
C -3.5018 4.7014 3.1701 -0.002 -0.010 0.008 -0.94
C 2.9689 -3.1682 1.9273 0.033 -0.058 0.051 -1.59
C -2.8047 3.1995 1.4190 0.001 0.118 0.031 -0.23
C 3.6362 0.9638 0.8714 -0.016 -0.029 -0.039 -1.26
C 2.6040 -1.1826 0.3619 0.115 -0.002 -0.031 0.97
C -2.1381 4.3854 -2.0937 -0.011 0.019 0.002 -0.48
C -0.3103 -1.0622 1.6307 0.096 0.011 -0.155 -2.74
C -3.7988 3.6200 3.9909 -0.005 0.011 0.021 -0.38
C -4.2607 4.0890 -1.0179 0.012 -0.049 0.043 -0.06
C -2.8844 3.8801 -1.0343 0.074 0.072 0.010 -0.23
H 0.3924 -4.6703 -1.2796 0.064 -0.020 -0.017 0.44
H 4.8007 1.0207 2.6732 -0.006 0.016 -0.003 0.40
H 4.3938 -1.3352 3.2215 -0.004 -0.007 0.003 0.40
H -0.9156 -0.8560 2.5115 -0.025 0.050 -0.018 0.43
H -4.8522 3.7220 -0.1864 0.009 0.003 0.007 0.40
H -3.4191 1.4855 -0.3855 -0.016 -0.022 -0.032 0.38
H -2.1287 -2.7667 2.4739 -0.018 -0.026 -0.006 0.36
H 1.8316 -1.0579 -3.4819 -0.010 -0.010 -0.018 0.29
H -2.1666 5.4807 -3.9326 0.006 -0.005 0.005 0.41
H 3.2768 -1.2018 -4.4916 0.002 0.012 0.007 0.45
H 1.9403 -3.4934 1.7723 0.052 0.003 0.019 0.23
H -2.8839 1.1084 1.9268 -0.009 0.012 -0.015 0.30
H 2.5036 -4.7363 -0.3244 -0.036 -0.030 -0.027 0.66
H 5.1748 -5.3081 -3.6039 -0.006 -0.010 0.006 0.39
H -5.9524 4.9408 -2.0169 0.000 -0.001 0.001 0.39
H 4.1339 -6.1386 -1.5060 0.006 0.000 -0.003 0.43
H -2.7515 -4.9554 1.5826 0.007 -0.012 -0.004 0.38
H 3.7790 2.0054 0.6174 0.022 -0.004 0.018 0.45
H 2.4153 0.5999 -0.8309 -0.029 -0.022 0.031 0.35
H 0.7181 -0.7498 1.8052 -0.024 -0.009 0.019 0.24
H 3.6218 -3.8340 1.3572 -0.011 0.047 0.028 0.30
H -1.4823 -5.9253 -0.3458 -0.006 0.000 0.005 0.42
H -3.6531 5.7109 3.5298 0.002 0.006 -0.010 0.38
H -4.1891 3.7841 4.9869 0.002 -0.002 0.001 0.40
H -2.7575 5.3363 1.2645 -0.001 0.004 -0.019 0.49
H -1.0642 4.2507 -2.1138 0.005 -0.003 0.013 0.47
H 4.5737 -3.0906 -4.4719 0.001 -0.006 0.002 0.38
H -4.6109 5.8312 -3.8982 -0.011 -0.002 0.006 0.40
H 3.3833 -0.5006 -2.8781 0.001 -0.002 0.008 0.28
H 3.2104 -3.2941 2.9820 0.008 -0.005 0.006 0.49
H -3.7904 1.4832 4.1673 -0.001 0.009 0.004 0.42
```
Forces are in eV/Å.